{
  "formula": "C19H21BrN4O4",
  "method": "the ωB97M-V functional and the def2-TZVPD basis",
  "e_tot_ha": -3830.0514,
  "relative_energy_ev": 17.980,
  "species": ["C", "C", "C", "C", "H", "H", "O", "C", "O", "C", "N", "C", "O", "N", "C", "N", "C", "N", "C", "C", "O", "C", "C", "C", "C", "C", "C", "C", "H", "H", "H", "H", "H", "H", "H", "Br", "C", "H", "H", "H", "H", "H", "H", "H", "H", "H", "H", "H", "H"],
  "positions_angstrom": [[-0.836, 2.357, 3.178], [-1.867, 1.846, 2.205], [-2.431, 0.626, 2.698], [-3.649, -0.038, 1.809], [-4.145, -1.064, 2.136], [-4.521, 0.670, 1.700], [-3.252, -0.558, 0.749], [-3.614, 0.185, -0.650], [-4.512, 1.016, -0.679], [-2.818, -0.419, -1.761], [-1.690, -0.855, -1.363], [-1.732, -2.346, -1.595], [-2.534, -3.224, -2.097], [-0.482, -3.006, -0.994], [0.489, -2.395, -0.589], [1.557, -2.901, 0.220], [2.302, -1.963, 0.576], [1.588, -0.692, 0.375], [0.571, -0.888, -0.426], [-0.681, -0.185, -0.705], [-0.843, 0.969, -0.856], [1.947, 0.807, 0.734], [2.927, 1.347, -0.487], [2.274, 1.753, -1.534], [3.117, 2.313, -3.002], [4.584, 2.140, -2.667], [5.107, 1.473, -1.497], [4.354, 1.376, -0.473], [4.709, 0.824, 0.575], [6.207, 1.603, -1.336], [5.121, 2.572, -3.529], [2.618, 2.484, -3.787], [1.291, 1.774, -1.759], [2.594, 0.579, 1.501], [1.133, 1.260, 0.677], [3.927, -1.693, 1.453], [-0.385, -4.530, -1.282], [-0.250, -4.926, 0.152], [0.406, -4.773, -1.733], [-1.461, -4.779, -1.432], [-3.421, -1.166, -2.109], [-2.774, 0.543, -2.172], [-3.092, 0.631, 3.760], [-1.844, -0.354, 2.807], [-2.922, 2.663, 2.106], [-1.500, 1.659, 1.176], [-1.161, 2.432, 4.148], [-0.347, 3.137, 2.737], [-0.058, 1.715, 3.042]],
  "mulliken_charge": [-1.9128, 0.5652, -0.5242, -0.7953, 0.2794, 0.3968, -0.1544, 0.6423, -0.5850, -1.0413, 0.1723, 0.3763, -0.6933, -0.0265, 0.6644, -0.6240, 0.2480, 0.0660, -0.1132, 0.9050, -0.6389, -1.8883, 1.2269, -0.6363, -0.8899, -0.2735, -0.6804, -0.2284, 0.0726, 0.3173, 0.3030, 0.5909, 0.6580, 0.6095, 0.7484, -0.1105, -1.1363, 0.2604, 0.4960, 0.3569, 0.6610, 0.3334, 0.2571, 0.2153, 0.2467, -0.1591, 0.4489, 0.5272, 0.4665]
}



{
  "formula": "C35H22F5I2LuN5O3S",
  "method": "the ωB97M-V functional and the def2-TZVPD basis",
  "e_tot_ha": -4575.1300,
  "charge": -1,
  "relative_energy_ev": 0.000,
  "species": ["Lu", "O", "C", "N", "C", "C", "C", "C", "C", "C", "N", "C", "C", "C", "C", "C", "N", "H", "H", "H", "H", "H", "H", "H", "H", "H", "H", "O", "C", "O", "C", "C", "C", "C", "C", "C", "S", "H", "H", "H", "H", "F", "C", "C", "C", "F", "C", "F", "C", "F", "C", "F", "I", "C", "C", "C", "C", "C", "N", "H", "H", "H", "H", "I", "C", "C", "C", "C", "N", "C", "H", "H", "H", "H"],
  "positions_angstrom": [[-0.062, 0.065, -0.011], [4.080, -1.017, 1.126], [3.028, -0.503, 0.705], [1.883, -1.121, 0.457], [2.003, -2.545, 0.712], [0.917, -3.385, 0.115], [0.671, -4.680, 0.595], [-0.354, -5.425, 0.030], [-1.084, -4.876, -1.028], [-0.752, -3.604, -1.439], [0.217, -2.870, -0.892], [3.028, 0.978, 0.469], [3.906, 1.803, 1.163], [3.911, 3.147, 0.860], [3.089, 3.595, -0.155], [2.197, 2.720, -0.747], [2.151, 1.431, -0.413], [2.011, -2.726, 1.805], [2.983, -2.891, 0.366], [1.227, -5.087, 1.431], [-0.573, -6.415, 0.394], [-1.913, -5.403, -1.512], [-1.297, -3.127, -2.252], [4.555, 1.371, 1.897], [4.547, 3.840, 1.406], [3.057, 4.642, -0.425], [1.463, 3.064, -1.459], [-0.101, 2.180, -2.740], [-0.967, 2.176, -1.886], [-1.562, 1.131, -1.417], [-1.434, 3.506, -1.336], [-2.101, 4.359, -2.226], [-2.589, 5.580, -1.781], [-2.401, 5.946, -0.464], [-1.700, 5.122, 0.408], [-1.168, 3.888, -0.002], [-0.182, 2.892, 1.089], [-2.224, 4.025, -3.253], [-3.119, 6.218, -2.481], [-2.806, 6.888, -0.106], [-1.576, 5.407, 1.452], [-2.995, -1.151, -1.327], [-2.843, -1.796, -0.148], [-1.727, -1.616, 0.678], [-1.728, -2.460, 1.793], [-0.725, -2.480, 2.683], [-2.761, -3.357, 2.082], [-2.736, -4.169, 3.159], [-3.830, -3.466, 1.235], [-4.824, -4.352, 1.500], [-3.873, -2.684, 0.090], [-4.882, -2.825, -0.782], [-2.875, 1.148, 2.215], [-1.055, 1.001, 3.201], [-0.919, 1.701, 4.398], [0.304, 1.678, 5.029], [1.318, 0.904, 4.463], [1.082, 0.254, 3.249], [-0.083, 0.326, 2.601], [-1.751, 2.271, 4.768], [0.502, 2.203, 5.949], [2.279, 0.785, 4.955], [1.862, -0.331, 2.772], [-1.331, -1.420, -6.102], [0.082, -1.188, -4.609], [1.413, -1.413, -4.945], [2.360, -1.265, -3.946], [1.929, -0.864, -2.678], [0.657, -0.598, -2.380], [-0.259, -0.740, -3.341], [1.678, -1.714, -5.958], [3.412, -1.438, -4.117], [2.632, -0.772, -1.860], [-1.271, -0.469, -3.083]],
  "mulliken_charge": [1.1877, -0.8075, -0.5501, 0.8246, -1.6722, 0.6112, -0.9353, -0.4898, -0.9269, -0.1515, 0.3115, 0.8695, -0.9091, -0.4447, -0.9084, -0.4620, 0.5357, 0.3951, 0.6049, 0.4375, 0.4012, 0.4249, 0.4251, 0.5543, 0.3878, 0.4342, 0.5912, -0.6707, 0.1057, -0.6471, 0.1300, -0.6038, -0.5750, -0.5244, -0.7756, 0.6959, -0.1121, 0.4260, 0.3526, 0.3493, 0.3947, -0.3581, 0.4929, -0.4555, 0.3397, -0.4996, 0.2360, -0.3742, 0.8372, -0.3590, 0.3421, -0.3511, 0.1989, -0.1568, -0.7916, -0.4323, -1.0128, -0.1817, 0.3668, 0.4627, 0.4001, 0.4795, 0.4827, 0.0309, -0.6293, -0.1852, -1.3245, -0.0288, 0.8011, -0.3575, 0.3734, 0.4781, 0.2107, 0.6808]
}



{
  "formula": "C59H104N15O2",
  "method": "the ωB97M-V functional and the def2-TZVPD basis",
  "e_tot_ha": -3282.0436,
  "charge": 1,
  "species": ["C", "C", "C", "N", "C", "C", "C", "N", "C", "C", "C", "C", "C", "C", "C", "C", "N", "C", "N", "N", "C", "O", "O", "C", "C", "C", "H", "H", "H", "H", "H", "H", "H", "H", "H", "H", "H", "H", "H", "H", "H", "H", "H", "H", "H", "H", "H", "H", "H", "H", "H", "H", "H", "H", "H", "H", "H", "H", "H", "H", "C", "C", "C", "C", "N", "H", "H", "H", "H", "H", "H", "H", "C", "C", "C", "C", "N", "H", "H", "H", "H", "H", "H", "H", "C", "C", "C", "C", "N", "H", "H", "H", "H", "H", "H", "H", "C", "C", "C", "C", "N", "H", "H", "H", "H", "H", "H", "H", "C", "C", "C", "C", "N", "H", "H", "H", "H", "H", "H", "H", "C", "C", "C", "C", "N", "H", "H", "H", "H", "H", "H", "H", "C", "C", "C", "C", "N", "H", "H", "H", "H", "H", "H", "H", "C", "C", "C", "C", "N", "H", "H", "H", "H", "H", "H", "H", "C", "C", "C", "C", "N", "H", "H", "H", "H", "H", "H", "H", "C", "C", "C", "C", "N", "H", "H", "H", "H", "H", "H", "H"],
  "positions_angstrom": [[-2.465, -0.770, -7.093], [-1.451, -1.517, -6.207], [-2.083, -2.163, -4.948], [-2.264, -3.610, -5.118], [-2.038, -4.406, -3.922], [-1.130, -5.610, -4.263], [-0.641, -6.423, -3.010], [0.467, -7.342, -3.231], [0.088, -5.252, -5.139], [1.278, -4.608, -4.433], [1.279, -3.966, -3.221], [2.435, -3.467, -2.686], [3.636, -3.577, -3.318], [4.939, -3.091, -2.733], [3.651, -4.187, -4.563], [2.490, -4.673, -5.091], [-1.940, -6.603, -5.085], [-3.177, -6.822, -4.603], [-3.607, -8.057, -4.449], [-4.079, -5.814, -4.287], [-3.431, -4.852, -3.365], [-3.345, -5.518, -2.154], [-4.240, -3.718, -3.373], [-4.734, -3.295, -2.100], [-3.655, -2.609, -1.225], [-3.899, -1.086, -1.063], [-3.328, -0.385, -6.545], [-2.847, -1.398, -7.903], [-1.995, 0.082, -7.587], [-0.745, -0.767, -5.842], [-0.949, -2.258, -6.829], [-3.079, -1.716, -4.867], [-1.443, -1.904, -4.107], [-3.132, -3.829, -5.575], [-1.593, -3.786, -3.145], [-1.456, -7.017, -2.586], [-0.331, -5.758, -2.206], [1.363, -6.907, -3.074], [0.436, -7.824, -4.115], [0.451, -6.206, -5.531], [-0.166, -4.653, -6.012], [0.366, -3.881, -2.648], [2.427, -2.979, -1.721], [4.927, -3.031, -1.646], [5.721, -3.800, -3.013], [5.213, -2.140, -3.195], [4.565, -4.297, -5.132], [2.532, -5.146, -6.068], [-1.480, -7.508, -5.100], [-4.403, -8.228, -3.852], [-3.150, -8.849, -4.875], [-4.427, -5.328, -5.107], [-2.663, -5.100, -1.616], [-5.465, -2.518, -2.319], [-5.291, -4.056, -1.555], [-3.693, -3.041, -0.223], [-2.656, -2.711, -1.652], [-4.926, -0.798, -1.283], [-3.261, -0.541, -1.761], [-3.698, -0.794, -0.034], [4.498, 0.039, -7.526], [4.080, -0.205, -6.079], [2.576, -0.454, -5.921], [1.807, 0.705, -6.386], [1.150, 1.582, -6.746], [4.024, 0.935, -7.934], [5.572, 0.184, -7.592], [4.230, -0.808, -8.162], [4.371, 0.652, -5.478], [4.624, -1.070, -5.692], [2.333, -0.635, -4.872], [2.267, -1.330, -6.495], [-8.025, 2.439, 0.202], [-8.533, 1.710, -1.037], [-9.016, 0.287, -0.735], [-7.919, -0.524, -0.189], [-7.055, -1.152, 0.245], [-7.158, 1.938, 0.635], [-7.718, 3.453, -0.053], [-8.800, 2.502, 0.967], [-7.737, 1.675, -1.784], [-9.357, 2.276, -1.474], [-9.381, -0.190, -1.645], [-9.833, 0.302, -0.012], [-2.892, 0.214, 4.801], [-2.775, 0.043, 3.292], [-2.713, 1.381, 2.547], [-3.937, 2.155, 2.796], [-4.898, 2.762, 2.992], [-3.815, 0.730, 5.075], [-2.904, -0.759, 5.296], [-2.050, 0.782, 5.189], [-3.625, -0.540, 2.928], [-1.872, -0.529, 3.067], [-2.612, 1.209, 1.474], [-1.853, 1.961, 2.880], [6.283, 5.397, -5.658], [5.084, 4.660, -6.244], [4.414, 3.717, -5.238], [5.359, 2.688, -4.786], [6.104, 1.881, -4.434], [7.072, 4.705, -5.359], [6.709, 6.077, -6.396], [5.994, 5.985, -4.784], [5.406, 4.092, -7.119], [4.347, 5.388, -6.587], [3.555, 3.223, -5.699], [4.059, 4.273, -4.369], [5.310, -2.728, -11.689], [6.799, -2.979, -11.479], [7.276, -2.588, -10.076], [7.053, -1.157, -9.835], [6.882, -0.032, -9.650], [5.067, -1.668, -11.598], [5.007, -3.046, -12.687], [4.712, -3.281, -10.961], [7.365, -2.422, -12.227], [7.011, -4.038, -11.640], [8.340, -2.797, -9.966], [6.740, -3.160, -9.317], [0.875, 4.863, 6.556], [0.143, 3.887, 7.470], [0.471, 2.420, 7.167], [0.080, 2.081, 5.795], [-0.238, 1.809, 4.720], [0.589, 4.729, 5.511], [0.633, 5.888, 6.830], [1.957, 4.736, 6.635], [-0.934, 4.050, 7.377], [0.411, 4.100, 8.507], [-0.060, 1.764, 7.851], [1.539, 2.233, 7.285], [-2.332, -2.511, 8.773], [-1.820, -2.171, 10.168], [-1.272, -0.743, 10.270], [-0.142, -0.556, 9.350], [0.743, -0.410, 8.625], [-1.532, -2.467, 8.031], [-2.738, -3.522, 8.753], [-3.122, -1.823, 8.466], [-1.040, -2.883, 10.447], [-2.632, -2.287, 10.887], [-0.930, -0.539, 11.284], [-2.048, -0.018, 10.022], [2.083, 7.955, 8.339], [2.153, 8.615, 9.709], [2.794, 7.707, 10.764], [2.010, 6.474, 10.911], [1.390, 5.509, 11.033], [1.461, 7.061, 8.366], [1.646, 8.635, 7.608], [3.078, 7.671, 7.986], [1.145, 8.891, 10.025], [2.730, 9.539, 9.638], [2.835, 8.215, 11.727], [3.813, 7.442, 10.479], [-2.094, 6.196, 13.906], [-3.185, 6.088, 12.846], [-2.627, 6.085, 11.418], [-1.896, 7.327, 11.145], [-1.311, 8.298, 10.937], [-1.545, 7.134, 13.820], [-2.531, 6.165, 14.904], [-1.382, 5.373, 13.822], [-3.884, 6.918, 12.964], [-3.750, 5.168, 13.004], [-3.438, 5.992, 10.695], [-1.947, 5.243, 11.274], [3.274, -0.561, 1.406], [3.636, 0.643, 0.543], [2.426, 1.241, -0.183], [1.819, 0.249, -1.081], [1.351, -0.537, -1.783], [2.879, -1.382, 0.804], [4.156, -0.935, 1.926], [2.527, -0.296, 2.156], [4.392, 0.347, -0.188], [4.083, 1.413, 1.172], [2.728, 2.105, -0.775], [1.672, 1.570, 0.534]],
  "mulliken_charge": [-1.4600, 0.0469, -0.4684, -0.1242, 0.2989, 0.2174, -1.4237, -0.5704, -1.4253, 0.6281, 0.4788, -0.9749, 0.8368, -1.5268, -0.9221, -0.9437, -0.1304, 0.5858, -0.3466, -0.2067, -0.7233, -0.5294, -0.3759, -0.5104, 0.2954, -0.9567, 0.3815, 0.3297, 0.3842, -0.0274, 0.2003, 0.3500, 0.2961, 0.4957, 0.2884, 0.6878, 0.4022, 0.3275, 0.2598, 0.5558, 0.4765, 0.0745, 0.5215, 0.3929, 0.4274, 0.2699, 0.4183, 0.3958, 0.4115, 0.2828, 0.2331, 0.3259, 0.4765, 0.5041, 0.2550, 0.3139, -0.1179, 0.1406, 0.4338, -0.0461, -1.3747, 0.5221, 0.2654, 0.0324, -0.6011, 0.2387, 0.4605, 0.3700, -0.4079, 0.2187, -0.0021, 0.2153, -1.0405, -0.4254, -0.4168, 0.3210, -0.4597, 0.2720, 0.3258, 0.2938, 0.2829, 0.3088, 0.2738, 0.3015, -0.7981, -0.4819, -0.2394, 0.2116, -0.4802, 0.3940, 0.3368, -0.1711, 0.3679, 0.3408, 0.2745, 0.2548, -1.1934, -0.4656, -0.0304, 0.2393, -0.5217, 0.3393, 0.3584, 0.2976, 0.2781, 0.3569, 0.0193, 0.3693, -1.1185, -0.4180, -0.3236, 0.2639, -0.4739, 0.3472, 0.3314, 0.2785, 0.2954, 0.3054, 0.3068, 0.2377, -1.2119, -0.2997, 0.0726, 0.3602, -0.5895, 0.4181, 0.2702, 0.3094, 0.3002, 0.2129, -0.2629, 0.3747, -1.1519, -0.4432, -0.3353, 0.2815, -0.5038, 0.3467, 0.3712, 0.2861, 0.3036, 0.3125, 0.3101, 0.2954, -0.7668, -0.3709, -0.4686, 0.3014, -0.4901, -0.1175, 0.3936, 0.3312, 0.2335, 0.3242, 0.3036, 0.3155, -1.1446, -0.4528, -0.2938, 0.2393, -0.4905, 0.3472, 0.3344, 0.3074, 0.2980, 0.3039, 0.3062, 0.2316, -1.0041, -0.4267, -0.3124, 0.2539, -0.4227, 0.1980, 0.3310, 0.3251, 0.2864, 0.3152, 0.2567, 0.2425]
}